The following is a DFT calculation (ωB97M-V/def2-TZVPD) of a cluster of 15 separate species, C43H115N7O21S2 in total at a distorted geometry.

Properties
orbital gap: 6.524 eV
highest occupied orbital energy: -3.24 eV
DFT total energy: -4466.7533 a.u.
net charge: -2
lowest unoccupied orbital energy: 3.3 eV
multiplicity: 1

XYZ file:
```
188
Properties=species:S:1:pos:R:3:forces:R:3
O -2.012896 -3.972252 -1.420341 0.16 -3.13 0.85
H -1.744574 -3.882275 -0.503005 0.49 0.54 1.55
H -1.284394 -4.049179 -2.040796 2.29 -0.11 -1.68
H -2.643466 -3.318988 -1.732145 -1.77 2.12 -0.55
O -0.509221 0.089627 -2.767918 1.52 3.28 -0.88
H 0.034594 -0.626422 -3.104285 1.41 -2.36 -0.76
H -1.437623 -0.096033 -2.926677 -2.99 -0.62 0.02
H -0.342052 0.167135 -1.825772 -0.40 -0.59 1.86
O -2.299919 -0.788681 0.819326 -1.44 0.67 2.79
H -2.921363 -0.697330 0.093329 -2.56 -0.24 -1.91
H -1.548053 -0.292944 0.486863 2.73 1.77 -0.91
H -1.968784 -1.682186 0.935896 0.36 -2.61 -0.32
O 0.886696 -2.044314 0.375569 2.83 0.89 2.91
H 0.697061 -1.189648 -0.018372 -1.09 2.25 -0.53
H 1.092510 -2.652352 -0.338241 0.44 -1.60 -2.40
H 0.112880 -2.360582 0.847558 -2.19 -1.30 0.19
O -1.246770 -3.231354 0.913077 0.22 1.38 1.41
H -1.175199 -2.959190 1.848667 -0.47 -1.04 -0.21
O -0.305917 0.058184 -0.162465 1.41 1.04 -1.22
H 0.069189 0.867568 -0.560860 -0.27 -0.10 1.33
S 1.060263 -3.175271 -3.048199 -0.86 -4.07 -1.45
O -0.110234 -4.032388 -3.159481 -2.02 -1.63 -0.63
O 0.591720 -1.873766 -3.505670 1.27 2.57 -0.84
O 1.300536 -3.191344 -1.613228 2.35 0.56 1.33
O 2.132126 -3.730325 -3.889417 0.09 1.40 1.03
S -3.967562 -1.002009 -2.266906 -3.05 0.25 -0.83
O -2.887003 -0.267698 -2.859536 2.04 2.05 -2.22
O -3.526828 -2.366720 -2.141636 -0.53 -2.04 -0.04
O -4.119419 -0.430745 -0.910505 -0.54 0.46 1.44
O -5.205136 -0.897258 -3.070439 1.24 0.05 1.03
C 3.401615 4.833578 1.621974 -0.21 1.13 1.92
C 2.710633 4.015087 0.611726 0.69 -0.47 -0.35
C 2.295152 2.590327 1.123426 -2.09 2.83 -1.25
O 3.239528 1.881684 1.805887 0.89 0.25 0.41
C 2.858803 0.554751 1.938638 1.27 -1.85 -0.84
N 1.554212 4.845124 0.178182 0.20 -1.43 1.07
H 2.710140 4.922796 2.459830 0.03 0.11 0.39
H 3.468088 5.847915 1.228516 0.40 0.16 0.01
H 4.365038 4.536839 2.036543 0.00 -0.36 -0.44
H 3.428194 3.993737 -0.208497 -0.06 -0.96 -0.48
H 1.823518 2.129451 0.255525 0.55 -0.88 -0.31
H 1.425013 2.759232 1.757793 -0.28 0.22 0.47
H 2.900241 0.087323 0.954817 -0.70 -0.04 -0.41
H 1.914033 0.292638 2.414880 -0.20 0.61 0.14
H 3.675388 -0.001830 2.398521 -0.01 0.31 0.74
H 1.055364 4.285343 -0.498496 -0.12 0.39 -0.56
H 1.965562 5.672563 -0.229521 -0.35 -0.04 -0.41
C -0.915563 -0.082302 -7.166415 1.22 0.08 -1.48
C -1.753582 -0.343616 -5.911528 1.27 1.75 -1.95
C -3.208260 0.021737 -6.142443 -0.44 -2.68 0.26
O -3.411462 1.336504 -6.489934 1.13 0.10 -1.34
C -4.727478 1.741290 -6.396205 -0.02 2.40 1.90
N -1.499926 -1.665919 -5.439829 -1.44 -0.27 -0.03
H 0.136486 -0.314207 -7.000515 0.24 0.28 0.66
H -0.936501 0.912043 -7.612430 -0.19 0.61 0.78
H -0.999562 -0.632639 -8.103525 -1.21 -1.01 0.21
H -1.319246 0.417543 -5.263387 -0.31 0.41 0.72
H -3.797878 -0.319371 -5.291496 -0.07 0.57 0.65
H -3.631606 -0.599267 -6.931890 0.23 -0.42 -0.55
H -4.688325 2.771038 -6.751406 -0.34 0.16 -0.20
H -4.841734 1.828527 -5.315727 -1.09 -0.05 0.23
H -5.622785 1.287000 -6.820637 0.61 -1.05 -0.52
H -0.611406 -1.727298 -4.963528 0.19 -0.16 -0.09
H -2.200069 -1.775786 -4.720228 -0.04 -0.75 0.47
C 1.438069 5.421656 -3.468549 -0.79 -0.36 0.51
C 1.048051 3.920014 -3.544793 0.53 0.61 -0.83
C 1.124033 3.509355 -5.049869 -1.08 0.07 0.94
O 0.304312 4.340564 -5.915773 1.57 -1.23 -0.18
C -1.098938 4.025477 -5.891597 1.34 0.76 0.65
N 2.067849 3.188473 -2.706769 -1.28 1.41 -0.81
H 2.326704 5.616249 -4.069006 0.60 -0.21 0.60
H 1.472883 5.596366 -2.393198 0.85 0.49 -0.10
H 0.772251 6.191301 -3.858975 -0.72 -0.60 -0.17
H 0.056966 3.763365 -3.118982 -0.07 -0.09 -0.03
H 0.877695 2.448606 -5.096963 -0.35 -0.17 -0.44
H 2.182921 3.571999 -5.300746 -0.05 0.40 -0.55
H -1.282578 4.184856 -4.829064 -1.44 -0.20 -0.13
H -1.384380 3.037228 -6.252133 0.26 -0.18 0.16
H -1.519330 4.786030 -6.549577 -0.40 -0.04 0.34
H 2.909504 3.572002 -3.112514 0.75 -0.65 0.31
H 2.023470 2.186513 -2.825991 0.17 -0.24 -0.33
C 3.055225 0.030334 -5.757831 0.89 0.00 -0.73
C 4.092247 -0.556946 -4.743669 -1.26 0.75 -2.76
C 5.483800 0.106621 -4.860295 0.04 -0.75 1.22
O 6.113121 0.014186 -6.152385 -1.93 0.68 0.76
C 7.411847 0.536306 -6.113006 -0.13 -1.42 -0.38
N 3.431628 -0.595153 -3.449919 1.72 0.97 -0.09
H 3.326361 -0.329464 -6.750374 -0.17 -0.43 -0.10
H 3.075811 1.101449 -5.958831 0.04 0.36 0.82
H 2.031797 -0.279355 -5.546188 0.12 -0.09 0.14
H 4.238495 -1.557868 -5.149699 0.19 -0.43 0.23
H 6.089761 -0.441842 -4.139115 0.52 -0.51 0.10
H 5.540016 1.096371 -4.407164 -0.42 0.70 -0.62
H 7.487221 1.482059 -5.576374 0.10 0.09 -0.08
H 7.735478 0.574576 -7.153147 0.10 0.51 0.05
H 7.988172 -0.270163 -5.659607 0.79 0.39 0.49
H 4.057247 -1.140722 -2.874549 -0.51 -0.36 0.62
H 2.566687 -1.089610 -3.615744 -0.18 -0.36 0.38
C 2.809815 -3.225428 5.666659 0.18 -1.82 -0.13
C 3.092026 -4.137541 4.418421 -1.55 -0.59 -0.14
C 3.187788 -3.207080 3.234811 -0.01 1.84 -0.11
C 3.601567 -3.837286 1.961986 0.99 -0.60 -0.46
C 4.965171 -4.562241 2.211647 -1.55 1.13 -1.35
C 4.947390 -5.464555 3.436205 1.13 -1.94 -1.05
N 4.277265 -4.916069 4.569842 1.75 2.40 0.40
O 4.390323 -5.572490 5.833640 -0.17 -0.49 -1.13
C 4.412958 -6.815950 2.926948 0.39 -1.16 -0.95
C 6.444084 -5.627485 3.726257 0.90 -0.52 1.62
C 1.965693 -5.161130 4.126518 -1.87 0.96 0.65
H 2.542433 -3.879915 6.496265 -0.10 0.02 0.15
H 3.745385 -2.752373 5.965060 -0.13 0.37 -0.23
H 1.973739 -2.542160 5.517585 0.30 0.09 -0.26
H 2.247542 -2.676060 3.086312 -0.47 -0.36 0.19
H 3.833202 -2.357889 3.459332 0.61 -0.09 0.28
H 2.778405 -4.468740 1.627678 0.32 -0.69 0.00
H 3.689138 -3.152705 1.118321 0.17 0.36 0.23
H 5.820483 -3.886584 2.206240 -0.32 0.67 0.64
H 5.183774 -5.087273 1.281775 -0.04 -0.86 0.28
H 4.080381 -7.577803 3.631975 -0.26 0.48 0.40
H 5.213617 -7.322699 2.388204 0.53 -0.01 0.13
H 3.720977 -6.739986 2.088204 -0.66 0.34 0.47
H 7.115435 -6.011126 2.958007 -0.58 0.41 -0.75
H 6.674942 -6.365650 4.494315 -0.45 -0.28 0.50
H 6.861829 -4.704791 4.129015 -0.03 0.29 -0.24
H 1.725824 -5.700590 5.042788 0.09 -0.26 -0.01
H 1.063100 -4.610489 3.861518 -0.35 0.23 0.27
H 1.999087 -5.858177 3.289196 1.01 0.08 0.16
H 5.334890 -5.488218 5.982945 0.12 0.05 0.40
C -0.961926 -3.033046 5.594473 -2.38 1.25 -0.62
C -2.480546 -2.466981 5.836648 0.66 -1.61 2.42
C -2.764038 -2.400845 7.382447 0.51 -0.80 0.38
C -2.275671 -1.216032 8.135234 0.45 0.26 -0.85
C -2.745749 0.003051 7.388025 0.99 0.25 0.15
C -2.335749 0.124942 5.866576 2.37 0.25 3.18
N -2.658118 -1.148481 5.270963 -1.19 -0.11 2.44
O -2.712744 -1.123269 3.932315 -0.34 -0.06 -2.34
C -3.048701 1.357400 5.417604 -2.51 -0.37 -1.49
C -0.830152 0.472898 5.738196 0.57 -0.59 0.56
C -3.511908 -3.599121 5.410355 1.40 0.93 -0.95
H -0.938414 -3.318578 4.542798 0.21 -0.16 -0.05
H -0.713932 -3.895681 6.212902 0.12 0.30 0.10
H -0.350358 -2.135642 5.688018 0.47 -0.49 0.39
H -3.821796 -2.468577 7.636761 -0.32 -0.12 -0.61
H -2.297237 -3.241119 7.896387 -0.10 -0.62 -0.48
H -1.189572 -1.235015 8.225409 0.18 0.09 0.05
H -2.702527 -1.211590 9.138168 0.10 0.01 0.13
H -2.264728 0.793925 7.963555 -0.56 0.86 -0.40
H -3.831634 -0.012550 7.481390 -0.13 0.54 -0.17
H -4.057405 0.954837 5.325058 -0.75 0.62 -0.13
H -3.104138 2.190990 6.117709 0.43 -0.38 0.35
H -2.838249 1.793484 4.441051 0.54 -0.39 -0.07
H -0.501360 0.074063 4.778552 0.29 0.33 -0.05
H -0.557877 1.520446 5.867107 -0.56 0.30 -0.58
H -0.215270 0.056325 6.535984 0.01 -0.77 -0.02
H -3.366270 -3.760580 4.342265 -0.53 0.00 -0.19
H -4.548770 -3.406830 5.686116 0.08 0.29 -0.20
H -3.214241 -4.543783 5.865433 0.14 0.14 0.29
H -3.668059 -1.079884 3.848136 -0.10 0.04 -1.34
C -3.793002 2.822439 1.908711 -0.95 0.28 -0.16
C -4.498221 3.781450 0.894711 0.58 -0.46 0.58
C -3.740558 5.216190 0.852752 -0.40 -0.83 -1.06
C -2.614098 5.312414 -0.183212 0.16 -1.98 -0.27
C -2.993518 4.737044 -1.558762 -0.03 0.15 1.20
C -3.501835 3.240048 -1.458890 0.27 3.49 -0.28
N -4.559899 3.186083 -0.425173 1.24 2.30 -2.07
O -5.276744 2.034147 -0.545337 -1.51 -0.55 0.71
C -4.071583 3.000341 -2.844549 -0.52 -1.84 0.63
C -2.245023 2.363504 -1.315074 0.04 0.37 0.54
C -5.971343 4.105068 1.371233 1.08 0.24 -0.22
H -4.238379 3.105447 2.862472 0.90 0.06 0.56
H -2.706356 2.808474 1.824496 0.07 0.49 0.36
H -4.079894 1.776713 1.798080 -0.35 0.00 -0.50
H -4.458114 5.988686 0.576209 -0.37 -0.02 0.27
H -3.310383 5.451995 1.826118 -0.31 -0.13 0.21
H -1.868114 4.584662 0.136141 0.63 0.42 0.43
H -2.155331 6.295031 -0.293226 -0.10 0.07 0.33
H -2.095235 4.703063 -2.175225 0.12 0.07 -0.14
H -3.655394 5.464061 -2.029374 -0.62 -0.48 -0.30
H -5.048645 3.455571 -3.006472 0.25 0.32 -0.09
H -3.304815 3.198585 -3.593459 -0.23 0.30 -0.10
H -4.212074 1.919461 -2.836658 -0.34 -0.16 -0.79
H -1.397857 2.981224 -1.017012 0.10 0.05 0.57
H -2.410633 1.597275 -0.557731 0.25 -0.23 -0.41
H -1.914720 1.984160 -2.282072 -0.50 -0.42 0.19
H -5.920789 4.577421 2.352265 0.15 0.49 -0.02
H -6.711703 3.320514 1.527556 0.45 -0.50 -0.62
H -6.291464 4.806609 0.600861 -0.57 0.03 0.27
H -4.672584 1.334114 -0.803300 0.33 -1.20 0.20
```
Forces are in eV/Å.